1.
DFT (ωB97M-V/def2-TZVPD) results for a molecular structure, C5H9NO.

```
16
Properties=species:S:1:pos:R:3:forces:R:3
C -1.3205 -0.1604 1.2274 0.01 0.00 0.06
C -1.2011 0.0761 -0.2571 -0.02 -0.28 0.13
N -0.8418 1.4281 -0.6739 0.16 0.03 0.00
C 0.1057 0.3260 -0.9174 0.60 -0.62 0.44
C 1.4769 0.3885 -0.1172 0.96 1.13 1.35
C 1.5914 -1.6246 -0.4857 0.04 -4.30 -1.78
O 1.6484 -2.4571 0.2985 -0.11 0.44 0.21
H -0.6308 0.4848 1.7790 -0.10 -0.11 -0.10
H -2.3338 0.0744 1.5678 0.11 -0.05 -0.03
H -1.1039 -1.2048 1.4784 -0.05 0.13 -0.04
H -1.9380 -0.4589 -0.8603 0.15 0.15 0.08
H -1.3382 1.7062 -1.5212 0.36 -0.15 0.16
H 0.1843 -0.0199 -1.9543 0.23 0.08 0.51
H 1.2789 1.0074 0.7338 -0.08 1.36 0.21
H 2.2106 0.8019 -0.8073 -0.01 0.43 0.17
H 2.2120 -0.3677 0.5095 -2.27 1.75 -1.38
```
Forces are in eV/Å.

Output
Multiplicity: 1
Relative energy (zero: lowest compared OMol25 entry of this formula, charge and spin) in eV: 4.517
Gap between HOMO and LUMO in eV: 10.53

2.
DFT (ωB97M-V/def2-TZVPD) results for a molecular structure, C23H21AuI2N3O3Si.

```
54
Properties=species:S:1:pos:R:3:forces:R:3
Au 1.7226 0.6933 1.1093 -0.28 -0.14 -0.22
C -6.7080 -2.7481 0.5998 -0.86 -0.14 -1.93
O -5.5778 -1.9513 0.1318 0.57 -0.75 0.70
C -4.4051 -2.6660 0.0540 -1.36 -1.63 0.82
O -4.3354 -3.8884 0.0724 -0.36 1.12 -0.01
N -3.3127 -1.8728 0.0731 0.20 -0.21 -0.31
N -2.1648 -2.5496 -0.4393 1.89 1.48 0.54
H -7.1251 -3.2613 -0.3231 0.21 0.60 1.22
H -7.4674 -2.0788 1.0484 0.67 -0.18 -0.43
H -6.4453 -3.5293 1.2960 0.47 0.02 0.23
H -3.4701 -1.0424 -0.4464 -0.02 0.79 -0.22
H -1.3194 -2.0823 0.0144 -1.47 -1.03 -0.71
H -2.2454 -3.4785 -0.0656 0.09 -0.48 0.11
I 0.4118 -5.1321 -0.2928 -0.43 0.22 -0.15
C 2.1021 -3.9949 -0.2405 1.08 -1.99 -0.53
C 3.3095 -4.7738 -0.4342 -0.54 0.00 0.22
C 4.5091 -4.1987 -0.0912 -0.18 0.46 -1.08
I 6.1427 -5.4821 -0.3623 0.05 0.63 0.24
C 4.5706 -2.7871 0.2892 -1.37 0.23 0.29
C 5.7772 -2.1423 0.6339 -0.15 -1.41 -0.38
C 5.6792 -1.0324 1.4056 1.27 1.16 0.16
C 4.4769 -0.3714 1.5518 -0.17 -0.20 0.53
N 3.3286 -0.8113 1.0890 -0.09 -1.13 -1.26
C 3.3242 -2.0310 0.4541 2.41 0.33 0.90
C 2.0595 -2.5800 0.0532 -1.97 -0.39 -0.88
O 0.9904 -1.9264 -0.0836 1.61 -0.35 0.71
H 3.3499 -5.8656 -0.8085 -0.69 2.03 0.83
H 6.7260 -2.6103 0.3106 -0.56 0.32 0.64
H 6.5451 -0.5682 1.8786 -0.08 -0.15 -0.37
H 4.4320 0.5390 2.1031 0.10 0.55 0.33
C 1.8305 5.5900 -2.3483 0.76 -0.39 -0.55
C 0.7976 4.7020 -2.6063 -0.63 0.16 0.04
C 0.2610 3.8746 -1.6208 0.16 -0.75 -0.70
C 0.9144 3.7501 -0.3613 0.33 0.75 -0.36
C 2.0403 4.6037 -0.1565 0.04 -0.94 0.43
C 2.5018 5.4912 -1.1392 -0.55 -0.20 0.82
Si 0.3755 2.6364 1.0559 -1.03 1.51 -0.50
C -1.3749 2.0785 0.5927 1.86 -0.85 -0.44
C -2.3317 2.2532 1.5299 -3.02 -0.84 0.70
C -3.6764 1.7624 1.2598 1.32 1.25 1.91
C -3.9824 1.0808 0.1366 -0.84 1.02 -1.76
C -2.9969 1.1185 -0.9111 -1.38 -1.28 -0.52
C -1.6976 1.4530 -0.6675 0.59 0.96 0.53
H 2.2038 6.2382 -3.1662 -0.28 -0.38 0.76
H 0.4021 4.6752 -3.6164 -0.30 0.05 0.20
H -0.6083 3.2644 -1.9646 0.87 0.58 0.80
H 2.5473 4.4356 0.8265 -0.11 0.67 -1.03
H 3.3591 6.1080 -0.9636 0.31 0.22 0.22
H 0.4765 3.4700 2.3901 -0.05 -0.99 -1.05
H -2.1834 2.6818 2.5303 0.23 0.00 -0.61
H -4.4241 2.0295 2.0025 0.00 -0.47 -0.03
H -5.0529 0.7346 -0.0434 1.73 0.35 0.13
H -3.3601 0.8087 -1.9138 0.66 0.00 0.67
H -0.9019 1.3836 -1.4266 -0.71 -0.17 0.35
```
Forces are in eV/Å.

Output
Multiplicity: 3
Relative energy (zero: lowest compared OMol25 entry of this formula, charge and spin) in eV: 0.419
Charge: +1
Gap between HOMO and LUMO (alpha / beta) in eV: 6.88 / 4.19

3.
DFT (ωB97M-V/def2-TZVPD) results for 10 unconnected molecules or ions with the total composition C24H54O10.

```
88
Properties=species:S:1:pos:R:3:forces:R:3
C 3.8546 -1.1489 3.6466 0.03 0.24 -1.16
C 2.9857 -1.3377 2.4146 -0.82 1.21 -0.29
O 2.2883 -0.4113 1.9779 2.39 -1.83 0.79
C 2.9476 -2.7395 1.7909 -0.28 1.15 -0.48
H 4.0472 -0.0895 3.8160 -0.39 -0.05 0.15
H 4.8200 -1.5892 3.3974 0.02 -0.40 0.52
H 3.3491 -1.6211 4.4890 0.32 -0.09 0.11
H 3.9487 -3.1218 1.5917 -0.07 -0.32 0.65
H 2.4768 -2.6929 0.8089 -0.21 0.08 0.11
H 2.3028 -3.3467 2.4263 0.43 -0.37 0.16
C -1.2051 0.3737 -5.1736 0.97 0.25 -1.25
C -0.0050 1.1440 -4.6417 0.81 -0.31 1.20
O 0.4175 2.1389 -5.1703 -0.11 -0.03 -0.75
C 0.7414 0.5827 -3.4018 0.00 0.25 -3.11
H -2.1164 0.4801 -4.5851 0.09 0.10 -0.04
H -0.9261 -0.6765 -5.2605 0.07 0.49 -0.19
H -1.3241 0.6596 -6.2187 -0.47 0.51 0.16
H 1.2326 -0.3175 -3.7711 -0.54 1.81 0.35
H 0.0953 0.3899 -2.5454 0.56 -0.49 -1.43
H 1.5726 1.2478 -3.1677 -0.41 0.38 0.20
C -2.0123 2.9240 -0.5024 -0.40 0.01 1.13
C -1.2108 3.7177 -1.5058 -0.41 0.51 -0.80
O -1.0941 4.9394 -1.4638 0.11 -1.46 0.06
C -0.6229 2.8440 -2.6353 -1.02 1.57 -0.27
H -1.4885 2.0076 -0.2303 -0.47 0.42 -0.36
H -2.9792 2.6272 -0.9089 -0.06 0.05 -0.26
H -2.1926 3.4036 0.4597 -0.11 0.79 -0.33
H 0.4003 3.1611 -2.8366 -0.17 0.27 -0.31
H -1.2294 2.9157 -3.5382 -0.03 0.72 0.05
H -0.5701 1.8002 -2.3257 -1.06 2.39 -1.62
C 1.3653 -2.1667 -3.2782 -0.51 -1.72 -0.73
C 0.0266 -2.0715 -2.6426 -2.08 0.70 0.77
O -0.1362 -1.8346 -1.4487 -0.26 -1.29 -1.34
C -1.2602 -2.2191 -3.5228 1.08 -0.61 1.39
H 2.1944 -1.9930 -2.5923 -1.93 -0.63 -0.50
H 1.3431 -1.4849 -4.1284 0.39 -1.77 -0.38
H 1.4461 -3.1874 -3.6522 0.13 -0.21 -0.17
H -2.0711 -2.3775 -2.8118 -0.05 -0.11 -0.14
H -1.1054 -3.1110 -4.1299 -0.29 0.10 -0.34
H -1.4820 -1.3359 -4.1219 0.12 -1.00 0.78
C -0.1123 -0.0710 0.9710 1.10 1.29 -2.74
C 0.3723 0.3201 -0.4325 0.40 -1.54 2.57
O -0.1733 1.1435 -1.1324 0.57 -3.27 3.89
C 1.6225 -0.3308 -0.8274 1.02 0.83 -0.51
H -0.1685 -1.1561 1.0584 0.84 0.92 -1.03
H -1.0916 0.3690 1.1598 2.07 -0.04 -1.92
H 0.6111 0.2691 1.7119 -0.46 0.31 -0.43
H 1.7891 -0.2864 -1.9037 -0.31 -0.32 0.76
H 1.8824 -1.3051 -0.4136 -1.29 0.24 -0.22
H 2.5190 0.2044 -0.5146 -1.98 2.14 0.30
C -2.3441 -1.7177 0.6786 -1.31 -0.05 -0.19
C -3.7177 -1.6441 1.3440 -1.07 0.45 -0.53
O -4.6863 -1.4877 0.6038 0.62 -0.31 1.20
C -3.7876 -1.6153 2.9092 0.53 -1.40 -3.46
H -1.9045 -2.7115 0.7642 0.25 0.00 0.45
H -1.7178 -0.9436 1.1221 -1.48 -1.46 -1.08
H -2.3722 -1.5248 -0.3938 -0.44 0.13 0.10
H -2.7558 -1.7700 3.2245 -0.48 -0.86 0.52
H -4.5117 -2.3595 3.2410 0.14 0.18 0.23
H -3.8966 -0.5973 3.2831 -1.32 -1.20 -1.17
C -1.8130 1.2806 2.6207 -1.79 0.03 2.06
C -2.6214 1.2081 3.9288 -0.29 0.98 0.94
O -3.3332 0.2750 4.2795 2.05 3.55 1.54
C -2.5197 2.4662 4.8359 -0.49 -0.45 -0.26
H -1.7513 0.3066 2.1352 -1.32 1.11 1.95
H -0.8283 1.6799 2.8635 0.08 -0.16 -0.16
H -2.3027 1.9998 1.9641 -0.06 -0.05 -0.02
H -3.1785 2.3436 5.6955 0.25 -0.22 0.06
H -2.8821 3.3639 4.3349 0.03 -0.05 -0.44
H -1.5031 2.7027 5.1501 0.08 -0.27 -0.01
C -0.4122 -1.5152 3.0574 0.92 -1.45 0.21
O -0.5069 -2.7417 3.7974 -0.53 0.81 0.94
H 0.5535 -1.5675 2.5546 -0.42 0.16 0.25
H -1.2147 -1.3831 2.3318 0.61 -0.96 1.32
H -0.4317 -0.5841 3.6239 0.19 -0.60 0.97
H -0.3891 -3.4978 3.2177 -0.07 0.23 -0.26
C 4.1383 -1.0786 -0.8566 1.01 0.23 0.61
O 3.6077 -1.9081 -1.8929 2.05 0.02 1.22
H 4.6513 -1.6236 -0.0642 0.33 -0.65 -0.64
H 4.8121 -0.3087 -1.2325 0.13 -0.10 -0.16
H 3.3243 -0.5872 -0.3238 2.40 -1.09 0.01
H 3.3852 -1.3570 -2.6468 1.04 0.43 0.03
C 1.0401 3.2501 0.0937 -0.74 0.35 0.69
O 1.9775 4.1881 -0.3266 1.02 0.09 -0.51
H 0.2849 3.8198 0.6353 -0.44 -0.40 0.33
H 0.5545 2.6925 -0.7072 0.78 0.77 0.42
H 1.4773 2.5280 0.7833 0.38 0.02 -0.01
H 1.5000 4.7791 -0.9134 0.01 0.29 -0.15
```
Forces are in eV/Å.

Output
Multiplicity: 1
Relative energy (zero: lowest compared OMol25 entry of this formula, charge and spin) in eV: 12.977
SMILES: CC(C)=O.CC(C)=O.CC(C)=O.CC(C)=O.CC(C)=O.CC(C)=O.CC(C)=O.CO.CO.CO
Gap between HOMO and LUMO in eV: 8.87

4.
DFT (ωB97M-V/def2-TZVPD) results for C3H6OS in the gas phase.

```
11
Properties=species:S:1:pos:R:3:forces:R:3
C -0.7249 1.0386 -0.3223 0.16 -0.26 0.48
C 0.7176 0.5887 0.0883 0.78 2.40 1.15
C 0.0120 -1.4814 -0.0605 1.02 -2.17 4.29
H -1.3523 1.7947 0.3251 1.94 -1.24 -1.20
H -0.7016 1.2754 -1.3749 -0.41 0.49 -0.22
H 0.6207 0.4815 1.1484 -0.05 -0.46 1.31
H 1.5191 1.4164 0.1077 -0.84 -1.62 -1.33
H 0.0696 -2.6255 -0.5586 -0.35 3.40 1.63
H 0.3182 -1.2368 1.1375 -1.68 -3.17 -1.67
O 1.0520 -0.7014 -0.4174 1.37 3.22 -3.34
S -1.5305 -0.5502 -0.0732 -1.95 -0.58 -1.10
```
Forces are in eV/Å.

Output
Multiplicity: 1
Relative energy (zero: lowest compared OMol25 entry of this formula, charge and spin) in eV: 2.987
SMILES: C1CSCO1
Gap between HOMO and LUMO in eV: 9.22

5.
DFT (ωB97M-V/def2-TZVPD) results for C14H15N3O5S2 in the gas phase.

```
39
Properties=species:S:1:pos:R:3:forces:R:3
O -4.5306 -0.2999 -1.4210 -0.09 0.16 -0.08
C -4.0083 -1.2221 -0.8590 -0.45 -0.10 0.20
O -3.6568 -2.3516 -1.4764 0.17 -0.64 -0.14
H -3.7304 -2.2434 -2.4375 -0.08 0.21 0.16
C -3.6907 -1.3012 0.6239 0.10 0.04 0.06
H -3.9827 -2.3015 0.9586 0.04 0.06 -0.04
C -4.4140 -0.2266 1.4408 -0.03 0.07 -0.31
C -3.8626 1.1667 1.1394 0.11 -0.03 0.14
H -4.0807 1.4286 0.1043 -0.04 0.07 0.10
C -2.3502 1.1932 1.3368 -0.27 0.63 0.11
N -1.6965 0.1716 0.5435 -0.08 0.16 -1.00
S -1.3720 0.5783 -1.0432 1.15 0.30 0.28
O -1.9721 1.8237 -1.4009 -0.05 0.11 0.26
O -1.5398 -0.5725 -1.8797 0.14 -0.14 0.26
C 0.3734 0.8726 -0.9017 -0.31 -0.12 -0.18
C 1.0307 2.0669 -0.9013 -0.56 -0.15 -0.09
C 2.4164 1.9209 -0.7275 0.28 -0.54 0.09
C 2.8012 0.6096 -0.5923 -1.01 0.42 -0.10
C 4.1443 0.1123 -0.4029 1.06 -0.05 0.12
N 5.1090 0.9907 -0.3355 -0.91 0.12 -0.12
N 6.3437 0.5611 -0.1649 0.35 -0.08 0.05
C 6.7799 -0.7519 -0.0413 -0.16 0.15 -0.02
O 7.9579 -0.9946 0.1140 0.25 -0.16 0.04
C 5.6888 -1.7101 -0.1204 -0.25 -0.01 -0.03
C 4.4183 -1.2910 -0.2945 0.45 0.08 0.05
H 3.5934 -1.9850 -0.3573 0.02 -0.18 0.01
H 5.9496 -2.7533 -0.0343 0.03 -0.06 0.01
H 7.0492 1.2915 -0.1222 -0.14 -0.26 0.00
S 1.4287 -0.4586 -0.6860 0.46 0.38 -0.04
H 3.1193 2.7323 -0.7028 0.14 0.14 0.00
H 0.5177 3.0014 -1.0344 -0.10 0.20 -0.03
C -2.1671 -1.1663 0.8039 -0.11 -0.70 -0.17
H -1.8974 -1.4199 1.8347 0.00 0.02 -0.09
H -1.6476 -1.8373 0.1190 -0.06 -0.15 0.22
H -2.0877 1.0153 2.3858 0.06 0.03 -0.07
H -1.9391 2.1522 1.0224 -0.04 0.07 0.26
H -4.3313 1.9029 1.7937 -0.01 0.04 0.00
H -4.2833 -0.4513 2.5030 -0.04 -0.05 0.02
H -5.4805 -0.2536 1.2132 -0.01 -0.04 0.09
```
Forces are in eV/Å.

Output
Multiplicity: 1
Relative energy (zero: lowest compared OMol25 entry of this formula, charge and spin) in eV: 0.000
SMILES: O=C(O)[C@@H]1CCCN(S(=O)(=O)c2ccc(-c3ccc(=O)[nH]n3)s2)C1
Gap between HOMO and LUMO in eV: 8.17

6.
DFT (ωB97M-V/def2-TZVPD) results for C19H31N3O3S in the gas phase.

```
57
Properties=species:S:1:pos:R:3:forces:R:3
C 2.2754 1.4625 3.2199 -0.09 0.08 0.27
H 1.3064 1.0429 3.5086 0.03 0.03 -0.02
O 2.6599 1.0404 1.9350 -0.03 -0.11 -0.62
C 1.8625 1.3636 0.8696 0.09 -0.10 0.04
C 0.6870 2.0892 0.9798 0.16 0.01 0.21
C -0.1009 2.3322 -0.1392 0.16 0.00 -0.09
C 0.3104 1.8414 -1.3610 0.09 -0.01 0.06
C 1.4974 1.1197 -1.5050 -0.06 0.04 0.07
C 2.2934 0.8779 -0.3807 0.32 -0.06 -0.01
O 3.4421 0.1121 -0.4767 -0.69 -0.05 0.17
C 4.6549 0.7498 -0.1300 0.35 0.19 0.05
H 4.8171 1.6472 -0.7383 -0.02 -0.06 0.00
H 5.4372 0.0218 -0.3398 0.04 0.07 0.00
H 4.6828 1.0243 0.9262 0.00 -0.03 -0.11
O 1.7222 0.6957 -2.7775 -0.24 0.13 0.31
C 2.9318 0.0725 -3.1501 0.33 -0.29 -0.21
H 3.7901 0.7304 -2.9929 -0.03 -0.03 0.02
H 2.8267 -0.1297 -4.2160 0.04 0.02 0.07
H 3.0903 -0.8640 -2.6122 0.00 0.10 -0.10
H -0.2720 2.0145 -2.2523 -0.09 0.02 -0.15
C -1.4074 3.0648 -0.0196 -0.15 -0.12 -0.16
H -1.4827 3.5411 0.9592 0.04 0.08 0.01
H -1.4572 3.8449 -0.7818 0.01 0.09 0.08
C -2.5962 2.1158 -0.2151 0.04 0.06 0.20
H -3.5229 2.6896 -0.2120 -0.05 -0.05 -0.07
H -2.5127 1.6406 -1.1937 -0.04 0.01 -0.06
C -2.6605 1.0222 0.8681 -0.07 0.25 0.02
N -2.8476 -0.2959 0.3232 -0.20 -0.50 -0.19
C -4.0655 -0.7649 -0.0302 0.03 -0.09 0.00
S -5.5153 -0.1536 0.4411 -0.75 0.28 0.18
N -3.9085 -1.8347 -0.8483 0.19 0.03 -0.03
H -4.6664 -2.4775 -1.0015 -0.06 0.19 0.09
C -2.5236 -2.2355 -0.9455 0.23 -0.17 -0.13
H -2.3348 -3.1529 -0.3732 0.05 0.08 -0.03
H -2.2438 -2.4099 -1.9874 0.08 -0.03 0.12
C -1.7748 -1.0382 -0.3259 0.32 -0.12 0.16
C -0.6866 -1.4555 0.6638 0.03 0.03 -0.46
C 0.4642 -2.1856 -0.0248 -0.03 0.10 0.41
C 1.6226 -2.4375 0.9354 0.11 -0.17 -0.49
H 1.2830 -3.0586 1.7698 0.02 0.01 0.07
H 1.9641 -1.4834 1.3426 0.02 0.05 0.08
C 2.8103 -3.1170 0.2404 -0.28 0.13 0.19
N 3.9892 -3.2651 1.0737 0.25 -0.04 0.18
H 4.3099 -2.3472 1.3655 -0.01 -0.09 0.07
H 3.7608 -3.7901 1.9125 0.09 0.09 -0.04
H 2.5187 -4.1124 -0.1078 -0.03 0.07 -0.10
H 3.1018 -2.5202 -0.6269 -0.10 -0.08 -0.07
H 0.1166 -3.1365 -0.4341 -0.03 -0.07 -0.11
H 0.8214 -1.5754 -0.8562 0.02 0.01 -0.15
H -0.2863 -0.5586 1.1387 0.02 0.04 0.08
H -1.1256 -2.0850 1.4415 -0.07 0.01 0.05
H -1.3111 -0.4173 -1.1060 -0.05 -0.06 0.01
H -1.7406 1.0173 1.4542 -0.03 -0.03 0.03
H -3.5031 1.2026 1.5395 0.15 0.00 -0.02
H 0.3689 2.4700 1.9373 -0.01 0.02 0.12
H 2.2373 2.5539 3.2919 -0.02 -0.04 -0.01
H 3.0437 1.0850 3.8934 -0.08 0.05 -0.01
```
Forces are in eV/Å.

Output
Multiplicity: 1
Relative energy (zero: lowest compared OMol25 entry of this formula, charge and spin) in eV: 1.302
SMILES: COc1cc(CCCN2C(=S)NC[C@@H]2CCCCN)cc(OC)c1OC
Gap between HOMO and LUMO in eV: 8.51

Max |F| in eV Å⁻¹, matching the order above: 4.65, 3.22, 5.11, 4.92, 1.22, 0.82